# 1
Here is a 10-piece molecular cluster, C63H78N11O2 overall in a non-equilibrium geometry from OMol25. Energies are from ωB97M-V/def2-TZVPD.

Atoms and positions in Å:
1 C -3.6976 -4.2086 2.8392
2 C -4.6009 -3.6897 1.9526
3 C -4.3477 -3.1179 0.5494
4 C -4.7404 -4.0483 -0.6250
5 C -4.5833 -5.5501 -0.3349
6 C -5.1243 -1.7758 0.5973
7 N -4.2331 -1.0140 1.4990
8 C -3.0291 -1.4501 1.4560
9 C -2.8879 -2.5008 0.3888
10 C -2.7524 -1.6066 -0.9026
11 C -1.3373 -1.5181 -1.4857
12 C -1.1079 -0.2482 -2.3197
13 C -0.5026 0.9127 -1.5268
14 N -1.5480 1.8545 -1.0653
15 C -1.3918 2.4275 0.2278
16 C -1.1600 1.5632 1.4479
17 O -1.4732 3.6092 0.3710
18 C -1.7738 -3.5335 0.5558
19 C -0.6552 -3.1163 1.5123
20 O 0.3916 -4.0509 1.3920
21 C 1.6893 -3.4704 1.4782
22 C 2.2114 -2.9903 0.1119
23 H -3.1248 -5.0993 2.5822
24 H -3.4980 -3.7855 3.8222
25 H -5.6427 -3.6167 2.2764
26 H -4.1684 -3.7683 -1.5109
27 H -5.7934 -3.8574 -0.8514
28 H -3.9123 -5.7604 0.4952
29 H -4.1843 -6.0597 -1.2127
30 H -5.5443 -6.0092 -0.1049
31 H -6.0882 -1.8794 1.0998
32 H -5.3491 -1.2930 -0.3525
33 H -4.5897 -0.2611 2.0821
34 H -2.2510 -1.0456 2.0947
35 H -3.0685 -0.5842 -0.6804
36 H -3.4460 -1.9666 -1.6636
37 H -0.5657 -1.5971 -0.7193
38 H -1.1823 -2.3778 -2.1435
39 H -0.4096 -0.5178 -3.1142
40 H -2.0232 0.0898 -2.8150
41 H 0.1595 1.4614 -2.1993
42 H 0.1187 0.5362 -0.7069
43 H -2.4654 1.4373 -1.1560
44 H -2.1149 1.3935 1.9548
45 H -0.5562 2.1566 2.1339
46 H -0.6199 0.6340 1.2626
47 H -2.1791 -4.4746 0.9170
48 H -1.2996 -3.7615 -0.3997
49 H -1.0288 -3.1241 2.5473
50 H -0.2919 -2.1117 1.2551
51 H 1.7021 -2.6516 2.2060
52 H 2.3471 -4.2493 1.8649
53 H 2.9890 -3.6570 -0.2587
54 H 1.3864 -2.9747 -0.6026
55 H 2.6421 -1.9891 0.1752
56 N -5.1089 1.9810 3.2452
57 C -6.3559 2.4532 3.1958
58 C -7.0219 2.9727 4.2952
59 C -6.3645 3.0017 5.5130
60 C -5.0681 2.5166 5.5824
61 C -4.4878 2.0223 4.4274
62 H -6.8420 2.4158 2.2272
63 H -8.0298 3.3505 4.1922
64 H -6.8521 3.4008 6.3924
65 H -4.5151 2.5240 6.5111
66 H -3.4714 1.6433 4.4435
67 N 2.1031 0.7195 1.9269
68 C 2.2287 1.9316 1.3811
69 C 3.4010 2.6670 1.4081
70 C 4.5114 2.1226 2.0304
71 C 4.3996 0.8724 2.6120
72 C 3.1802 0.2184 2.5341
73 H 1.3461 2.3289 0.8930
74 H 3.4449 3.6375 0.9335
75 H 5.4520 2.6557 2.0543
76 H 5.2429 0.4093 3.1046
77 H 3.0620 -0.7665 2.9726
78 N 7.7135 2.1901 3.1889
79 C 7.9747 3.4736 3.4332
80 C 8.4000 3.9517 4.6629
81 C 8.5630 3.0487 5.7005
82 C 8.2969 1.7096 5.4643
83 C 7.8785 1.3348 4.1973
84 H 7.8364 4.1512 2.5973
85 H 8.5988 5.0055 4.8002
86 H 8.8934 3.3820 6.6755
87 H 8.4122 0.9691 6.2435
88 H 7.6669 0.2941 3.9742
89 N 4.0179 0.0502 -2.1512
90 C 4.6391 -0.5360 -3.1744
91 C 5.9736 -0.9165 -3.1426
92 C 6.7044 -0.6758 -1.9899
93 C 6.0727 -0.0668 -0.9169
94 C 4.7353 0.2734 -1.0500
95 H 4.0336 -0.7046 -4.0595
96 H 6.4255 -1.3904 -4.0039
97 H 7.7479 -0.9571 -1.9289
98 H 6.6023 0.1445 0.0031
99 H 4.2046 0.7517 -0.2368
100 N -2.7888 -4.0778 6.3151
101 C -2.0503 -4.8293 7.1301
102 C -2.5827 -5.5884 8.1619
103 C -3.9538 -5.5670 8.3612
104 C -4.7371 -4.7900 7.5220
105 C -4.1039 -4.0713 6.5221
106 H -0.9822 -4.8199 6.9453
107 H -1.9351 -6.1817 8.7920
108 H -4.4044 -6.1466 9.1561
109 H -5.8108 -4.7425 7.6383
110 H -4.6780 -3.4486 5.8427
111 N -7.6212 6.4777 2.3565
112 C -7.7554 7.6864 1.8168
113 C -6.8065 8.2643 0.9873
114 C -5.6534 7.5503 0.7042
115 C -5.4938 6.2909 1.2641
116 C -6.5068 5.8050 2.0789
117 H -8.6702 8.2145 2.0614
118 H -6.9715 9.2491 0.5726
119 H -4.8928 7.9719 0.0587
120 H -4.6092 5.6968 1.0741
121 H -6.4378 4.8241 2.5369
122 N 3.2188 -0.4731 -6.5846
123 C 2.7587 -1.3064 -7.5166
124 C 3.3987 -1.5410 -8.7243
125 C 4.5823 -0.8692 -8.9833
126 C 5.0737 0.0045 -8.0275
127 C 4.3589 0.1643 -6.8506
128 H 1.8288 -1.8121 -7.2789
129 H 2.9802 -2.2352 -9.4400
130 H 5.1171 -1.0282 -9.9102
131 H 5.9947 0.5479 -8.1872
132 H 4.7147 0.8346 -6.0749
133 N -2.3251 6.7765 -4.9164
134 C -1.7682 5.9731 -4.0127
135 C -2.3147 5.7212 -2.7623
136 C -3.5077 6.3443 -2.4345
137 C -4.1015 7.1844 -3.3629
138 C -3.4713 7.3655 -4.5854
139 H -0.8343 5.5075 -4.3088
140 H -1.8183 5.0557 -2.0702
141 H -3.9717 6.1753 -1.4706
142 H -5.0338 7.6898 -3.1482
143 H -3.9049 8.0130 -5.3397
144 N 7.2665 -3.2230 -8.9026
145 C 8.1654 -4.1389 -9.2572
146 C 8.3856 -5.3118 -8.5502
147 C 7.6331 -5.5466 -7.4107
148 C 6.6937 -4.6025 -7.0282
149 C 6.5499 -3.4641 -7.8072
150 H 8.7365 -3.9189 -10.1523
151 H 9.1290 -6.0210 -8.8869
152 H 7.7763 -6.4499 -6.8318
153 H 6.0831 -4.7427 -6.1464
154 H 5.8277 -2.7005 -7.5429

Atomic forces in eV per Å
C -0.23 -0.10 -0.68
C 0.52 -0.42 0.48
C -0.18 -0.70 -1.41
C -0.30 0.18 0.37
C 0.07 -0.01 -0.27
C -0.80 -0.61 0.92
N -0.23 0.40 -0.52
C 0.08 -0.15 0.18
C -0.44 -0.23 0.73
C 0.34 -0.06 0.05
C -0.28 -0.23 -0.54
C 0.51 -0.25 0.22
C -0.26 0.27 -0.42
N 0.20 -0.61 -0.03
C -0.01 -0.30 0.05
C 0.43 0.06 0.25
O -0.22 0.88 0.04
C 0.43 -0.01 0.08
C -0.02 -0.27 -0.32
O -0.06 0.10 0.11
C 0.44 -0.04 -0.14
C -0.05 0.07 0.33
H 1.30 1.05 -0.45
H -1.37 -1.09 0.69
H 0.30 1.50 0.50
H -0.09 -0.04 0.00
H 0.07 0.02 -0.17
H 0.03 0.03 -0.02
H -0.05 -0.03 0.05
H 0.04 0.02 0.08
H 0.05 -0.03 0.02
H 0.60 0.14 -0.06
H 0.26 0.30 0.14
H -0.08 0.11 -0.07
H -0.10 -0.07 0.05
H 0.11 -0.01 -0.03
H -0.06 0.15 0.02
H 0.00 -0.04 0.11
H -0.03 0.14 -0.01
H -0.01 -0.08 -0.03
H 0.05 0.07 0.16
H -0.03 0.00 0.01
H -0.10 0.19 -0.03
H -0.07 -0.06 -0.20
H -0.05 -0.13 0.10
H -0.16 -0.05 -0.04
H -0.02 0.06 -0.07
H -0.15 0.09 -0.02
H 0.04 0.22 0.00
H -0.04 0.04 0.15
H -0.17 -0.04 0.00
H -0.12 -0.02 0.06
H -0.12 -0.02 -0.13
H 0.10 0.03 -0.06
H -0.06 0.00 -0.06
N 0.03 -0.37 -0.03
C 0.00 -0.14 0.00
C -0.03 -0.04 -0.01
C 0.00 0.02 0.02
C 0.00 0.04 0.00
C 0.06 -0.02 -0.08
H -0.02 0.01 0.01
H 0.01 0.02 -0.03
H 0.00 0.00 0.00
H 0.02 0.00 -0.01
H 0.00 0.01 0.04
N 0.03 0.07 -0.03
C -0.04 -0.17 0.03
C -0.02 0.07 -0.05
C 0.08 0.16 0.02
C -0.03 -0.01 -0.02
C -0.07 -0.11 -0.05
H 0.05 0.06 -0.04
H -0.02 0.01 0.01
H 0.03 -0.05 0.04
H 0.00 0.01 0.02
H 0.01 -0.01 0.03
N -0.02 0.00 0.08
C -0.01 -0.01 -0.07
C 0.00 -0.02 0.01
C 0.01 0.01 0.02
C 0.00 0.02 0.00
C -0.01 -0.02 -0.06
H 0.02 0.03 0.02
H 0.00 0.01 -0.01
H 0.00 0.00 0.00
H 0.00 -0.01 -0.01
H 0.02 -0.01 0.03
N 0.03 -0.04 0.05
C -0.11 0.00 -0.06
C 0.00 0.01 0.02
C 0.02 -0.01 0.00
C 0.01 -0.01 -0.02
C -0.11 -0.02 -0.05
H 0.03 -0.01 -0.02
H -0.01 0.01 -0.01
H 0.00 0.00 0.00
H -0.01 0.02 0.00
H 0.03 -0.01 0.03
N -0.02 -0.03 -0.04
C 0.03 0.02 -0.02
C -0.02 0.02 -0.01
C 0.00 -0.02 0.01
C 0.07 -0.03 0.04
C -0.03 0.11 -0.08
H 0.01 -0.03 0.02
H 0.01 0.00 0.00
H 0.00 0.00 0.00
H 0.00 0.01 -0.01
H -0.09 -0.03 0.05
N 0.01 -0.02 0.02
C -0.07 0.00 0.03
C 0.03 -0.02 -0.02
C 0.02 -0.02 0.00
C -0.07 0.03 -0.02
C -0.04 -0.01 -0.01
H 0.01 0.03 -0.02
H 0.00 0.01 0.01
H 0.02 -0.01 0.02
H 0.01 0.00 0.02
H 0.15 0.15 -0.09
N 0.07 -0.06 -0.02
C -0.04 -0.02 0.05
C 0.00 0.04 0.02
C -0.01 0.04 -0.12
C -0.02 0.00 -0.01
C -0.03 0.02 0.08
H 0.00 -0.02 -0.03
H -0.01 0.00 0.00
H 0.03 -0.03 0.02
H 0.01 0.00 0.01
H 0.03 0.02 -0.02
N -0.01 -0.02 0.03
C 0.01 0.01 -0.04
C 0.01 0.01 -0.03
C -0.04 0.00 0.02
C 0.01 -0.01 0.02
C 0.01 0.01 -0.04
H 0.00 -0.01 0.03
H 0.01 -0.04 0.05
H 0.01 -0.02 0.00
H 0.00 0.00 -0.01
H -0.02 0.01 0.02
N -0.02 -0.01 0.00
C -0.01 0.04 -0.03
C -0.01 0.00 0.02
C 0.00 -0.02 0.01
C 0.04 -0.02 -0.04
C 0.00 0.05 0.04
H 0.01 -0.03 0.00
H 0.01 0.01 -0.01
H 0.00 0.00 0.00
H -0.01 0.01 0.00
H -0.03 -0.04 0.06

net charge = +1
largest force on an atom = 1.886 eV/A

Mulliken population analysis, charges in e, atoms 1 to 2: number 1, C, carries -0.985; number 2, C, carries -0.492

# 2
Here is a 15-piece molecular cluster, C63H84F6O9 overall in a non-equilibrium geometry from OMol25. Energies are from ωB97M-V/def2-TZVPD.

Atoms and positions in Å:
1 C -2.4885 6.3531 -6.3615
2 C -2.9982 5.7239 -5.0952
3 O -3.2848 6.3438 -4.1219
4 C -3.2202 4.2290 -5.1707
5 H -2.2759 7.3986 -6.2844
6 H -3.0518 6.2356 -7.2500
7 H -1.5072 5.8733 -6.6967
8 H -4.1619 4.1954 -5.7155
9 H -3.3511 3.7419 -4.2015
10 H -2.5612 3.7127 -5.8661
11 C -3.3777 -5.3888 -0.3934
12 C -2.9801 -3.9426 -0.2162
13 O -3.1998 -3.3652 0.8431
14 C -2.2761 -3.3154 -1.3926
15 H -2.6601 -5.9770 -1.0003
16 H -4.2098 -5.4592 -1.0792
17 H -3.6759 -5.8585 0.5540
18 H -2.8677 -3.5459 -2.2641
19 H -1.3384 -3.8076 -1.5739
20 H -2.1882 -2.2439 -1.2975
21 C 0.1249 1.1431 8.0516
22 C 0.0915 1.3973 9.4634
23 O 0.9275 1.0235 10.2209
24 C -1.1544 2.1611 10.0043
25 H -0.9122 1.2566 7.6724
26 H 0.5399 0.1557 7.7967
27 H 0.7316 1.8994 7.4954
28 H -0.9016 2.6287 10.9757
29 H -1.9492 1.4055 10.1315
30 H -1.6099 2.9358 9.3124
31 C 3.3842 -1.9085 2.7788
32 C 1.8681 -1.6901 2.9449
33 O 1.1047 -2.5311 2.5414
34 C 1.4357 -0.3280 3.4573
35 H 3.8606 -1.0884 2.1757
36 H 3.4851 -2.9333 2.3884
37 H 3.9606 -1.9766 3.6608
38 H 0.3686 -0.4108 3.5440
39 H 1.6583 0.3917 2.6693
40 H 2.0117 -0.1285 4.3851
41 C -2.4332 -2.6473 5.0760
42 C -1.1361 -2.0129 5.3805
43 O -1.0045 -0.8040 5.4988
44 C 0.0369 -2.9423 5.4580
45 H -2.6592 -2.6334 4.0115
46 H -3.2485 -2.1063 5.5458
47 H -2.4268 -3.7018 5.4090
48 H 0.9806 -2.4534 5.4971
49 H 0.0635 -3.5659 4.6336
50 H -0.1452 -3.5329 6.3372
51 C -0.6956 -0.6120 0.6313
52 C 0.4965 -0.5635 -0.2677
53 O 1.6162 -0.4697 0.2002
54 C 0.1740 -0.5275 -1.8019
55 H -0.3711 -0.4012 1.6678
56 H -1.0332 -1.6148 0.6811
57 H -1.4794 -0.0311 0.1836
58 H 1.0019 -0.8460 -2.4653
59 H -0.0238 0.4675 -2.1636
60 H -0.6647 -1.1492 -1.9936
61 C 7.3595 3.4258 0.2776
62 C 5.8371 3.3082 0.4998
63 O 5.0547 4.1661 0.3122
64 C 5.3044 1.9890 1.0276
65 H 7.6423 4.0470 -0.5279
66 H 7.7175 2.4436 0.2074
67 H 7.7653 3.8137 1.2609
68 H 5.9591 1.6858 1.8564
69 H 5.3299 1.2044 0.2658
70 H 4.2842 2.1519 1.2713
71 C 0.5644 -5.5100 0.9167
72 C 2.0353 -5.1910 0.9143
73 O 2.7933 -5.4476 1.8498
74 C 2.4443 -4.4286 -0.2731
75 H -0.1092 -4.8442 1.5131
76 H 0.4305 -6.5435 1.3363
77 H 0.2732 -5.3965 -0.1534
78 H 3.1119 -3.6392 0.0883
79 H 1.6027 -4.0001 -0.8054
80 H 3.1006 -4.9486 -0.9376
81 C 1.6572 -5.5373 -3.9622
82 C 0.3115 -4.7942 -4.1252
83 O -0.1944 -4.2846 -3.1663
84 C -0.3412 -4.7188 -5.4840
85 H 2.1855 -5.0634 -3.1077
86 H 2.2188 -5.5968 -4.8977
87 H 1.3785 -6.5507 -3.6363
88 H -1.3246 -4.1661 -5.4258
89 H -0.3791 -5.6862 -5.9546
90 H 0.4489 -4.1706 -6.0188
91 F 0.5072 5.0279 -3.4619
92 C 0.0154 4.5293 -2.3384
93 C 0.8281 3.6845 -1.5603
94 C 0.2929 2.9742 -0.4870
95 C -1.0674 3.1338 -0.1718
96 C -1.7825 4.1149 -0.9110
97 C -1.2231 4.8810 -1.9623
98 H 1.8942 3.6565 -1.8665
99 H 0.9597 2.3734 0.0461
100 H -1.5645 2.6337 0.6507
101 H -2.9145 4.2903 -0.7237
102 H -1.8682 5.4966 -2.5705
103 F 3.0891 -2.4979 -6.0061
104 C 3.7404 -2.0528 -4.8734
105 C 3.1135 -2.1286 -3.6337
106 C 3.8183 -1.5593 -2.5558
107 C 5.1089 -1.1000 -2.6738
108 C 5.6991 -1.1231 -3.9534
109 C 5.0217 -1.5657 -5.0471
110 H 2.0625 -2.4966 -3.6220
111 H 3.2367 -1.4550 -1.6502
112 H 5.6232 -0.6354 -1.8719
113 H 6.7217 -0.8310 -4.1136
114 H 5.4601 -1.5606 -6.0036
115 F 3.1485 0.8931 -7.4985
116 C 2.1048 0.7674 -6.6746
117 C 1.0350 -0.0154 -7.0599
118 C -0.0822 -0.0011 -6.2415
119 C -0.1511 0.6803 -5.0733
120 C 0.9006 1.5317 -4.7087
121 C 2.0379 1.5906 -5.5178
122 H 1.2163 -0.5616 -7.9623
123 H -0.9020 -0.6264 -6.4970
124 H -1.0265 0.5463 -4.4712
125 H 0.7750 2.3132 -3.9593
126 H 2.7948 2.3460 -5.3678
127 F -1.9147 1.2332 3.1073
128 C -3.1743 0.7493 3.2790
129 C -4.1110 1.4967 3.9303
130 C -5.3497 1.0293 4.1270
131 C -5.7417 -0.2129 3.6014
132 C -4.7820 -1.0250 3.0067
133 C -3.4797 -0.5131 2.8071
134 H -3.9333 2.5338 4.3081
135 H -6.0856 1.6506 4.6466
136 H -6.6858 -0.6144 3.8871
137 H -4.9879 -2.0643 2.7128
138 H -2.7137 -1.1986 2.3535
139 F -4.9318 -1.2151 -4.6956
140 C -4.7623 -0.9888 -3.3309
141 C -5.6754 -1.5747 -2.4297
142 C -5.6370 -1.2478 -1.0946
143 C -4.7136 -0.2889 -0.6578
144 C -3.8743 0.3802 -1.5933
145 C -3.9535 0.0547 -2.9488
146 H -6.3780 -2.3067 -2.7954
147 H -6.3131 -1.6949 -0.3330
148 H -4.6727 -0.0249 0.3791
149 H -3.2139 1.1167 -1.1807
150 H -3.4268 0.6275 -3.6546
151 F 0.0043 6.8203 3.2088
152 C 0.8259 5.7951 3.4896
153 C 1.8067 5.9683 4.4258
154 C 2.5848 4.8291 4.7254
155 C 2.3685 3.6594 4.0449
156 C 1.3953 3.5192 3.0613
157 C 0.6751 4.6446 2.7454
158 H 2.0169 6.7997 5.1045
159 H 3.4063 4.9455 5.4535
160 H 2.9579 2.7498 4.3555
161 H 1.1881 2.5857 2.5193
162 H -0.2036 4.6512 2.1000

Atomic forces in eV per Å
C 2.55 -0.47 -0.40
C 0.30 -1.29 -1.38
O -0.22 1.05 1.28
C -0.40 0.17 -0.50
H -0.05 0.66 0.48
H -1.29 -0.43 -0.61
H -1.02 0.39 0.81
H -0.51 -0.25 0.11
H 0.20 0.16 -0.19
H 0.45 -0.02 0.37
C 0.10 -0.51 -0.39
C 0.21 0.17 0.94
O 0.20 -0.32 -0.96
C -0.96 -0.17 0.60
H 0.22 0.30 0.84
H -0.76 0.37 -0.07
H 0.36 0.12 -0.35
H -0.25 0.01 -0.53
H 0.42 0.00 0.19
H 0.02 0.18 0.17
C -0.49 -0.05 -2.95
C -1.68 1.55 1.26
O 1.30 -0.59 1.23
C -0.11 0.50 -0.35
H 0.69 -0.36 -0.20
H -0.22 0.36 0.16
H -0.36 -0.39 0.56
H -0.24 -0.38 -0.53
H 0.27 0.22 0.16
H 0.84 -0.86 0.61
C -0.59 -0.35 -1.17
C 1.69 0.86 -0.66
O -0.53 -0.18 0.22
C 0.57 -1.16 -0.04
H -0.63 -0.92 0.21
H 0.15 0.57 -0.58
H 0.27 0.38 1.56
H -0.40 0.50 0.76
H 0.29 0.05 0.11
H -0.72 0.25 -0.45
C -0.91 -0.97 0.40
C 1.08 1.37 -0.59
O -0.34 -0.66 0.17
C -0.66 0.94 1.22
H 0.34 -0.09 -0.11
H -0.07 0.07 0.16
H -0.15 0.45 -0.18
H 0.60 0.64 0.36
H -0.17 -1.47 -1.71
H 0.24 -0.52 0.54
C 1.19 0.16 0.52
C 0.31 0.67 -0.86
O -0.16 -0.16 -0.73
C 1.76 -0.38 0.67
H -0.56 0.47 -0.77
H -0.54 -1.28 -0.16
H -0.56 0.53 0.27
H -0.20 -0.06 0.74
H -0.36 0.65 0.37
H -0.82 -0.45 -0.26
C -1.36 0.51 2.62
C 1.44 -1.99 0.06
O -1.32 2.59 -0.74
C 1.48 -0.19 -0.26
H 0.18 0.70 -0.78
H 0.86 -1.36 -0.44
H -0.29 -0.15 -1.10
H -0.50 -0.21 0.02
H 0.25 0.07 -0.03
H -0.80 0.02 0.65
C -0.81 -0.92 -0.03
C 0.14 0.03 2.37
O -0.96 0.07 -1.46
C 1.12 1.50 0.01
H 1.00 -0.18 -0.33
H -0.07 0.84 -0.63
H -0.40 -0.64 0.83
H -0.26 0.24 -0.02
H 0.02 0.05 -0.17
H 0.18 -0.83 -0.56
C -0.92 0.34 0.36
C 0.60 -0.98 -0.48
O -0.23 0.54 0.78
C 0.32 1.03 0.59
H -0.09 -0.29 -0.83
H 0.11 0.08 0.31
H 0.18 0.11 -0.18
H 1.22 -0.73 -0.23
H -0.30 -0.42 -0.17
H -0.56 0.24 -0.46
F 0.70 0.51 -0.88
C 1.45 -0.76 1.14
C 0.36 0.30 -0.78
C -0.87 1.40 -1.17
C -0.24 1.54 -1.02
C -1.65 -0.06 0.55
C -2.12 -1.41 0.90
H -0.77 -0.35 0.43
H 0.70 -1.05 0.95
H 0.17 -0.17 -0.06
H 2.14 -0.37 -0.05
H 0.12 0.29 0.10
F 0.22 0.17 0.87
C -0.60 -0.53 -0.26
C 0.02 0.45 -1.19
C -1.35 -0.52 0.07
C -0.09 0.00 -1.68
C 0.41 0.07 1.16
C -0.98 -0.43 0.34
H 0.98 0.36 0.40
H 0.32 -0.02 0.41
H 0.33 0.14 0.73
H 0.24 0.34 0.23
H 0.40 -0.01 -1.04
F 0.47 -0.15 -0.05
C -0.98 1.18 1.36
C 1.31 0.77 0.43
C 0.15 -1.39 -0.85
C 0.61 0.92 0.79
C 0.22 0.49 -0.82
C -0.44 -0.58 -0.87
H -0.63 -0.43 -0.38
H -0.66 -0.45 -0.31
H -0.33 0.27 0.32
H 0.11 -0.57 0.24
H 0.18 -0.11 0.16
F -0.46 -0.05 0.03
C 0.88 -0.90 -0.68
C 1.19 3.01 0.79
C -2.61 -1.01 -0.33
C 1.05 -0.22 0.87
C 0.44 0.41 -0.22
C 0.26 -1.25 -0.27
H 0.45 -1.10 -0.44
H 0.27 -0.28 -0.15
H -0.72 -0.17 -0.20
H 0.02 0.60 0.03
H -0.78 1.06 0.39
F 0.37 -0.13 1.46
C -1.82 0.49 -0.44
C 0.65 -0.49 -1.08
C 0.32 0.46 1.13
C 0.48 0.33 -1.42
C -1.43 -1.42 1.13
C 0.05 -0.41 1.16
H -0.08 -0.06 -0.16
H 0.48 0.22 -0.89
H 0.09 0.09 0.36
H 0.32 0.48 -0.31
H 0.71 0.45 -0.95
F -0.29 0.28 -0.04
C 0.38 0.82 -0.24
C 1.13 -1.06 1.54
C 0.17 1.14 -0.20
C 1.09 -2.55 0.58
C 0.15 0.10 -0.30
C -1.53 0.10 0.15
H -0.65 0.25 -0.85
H -0.64 -0.33 -0.37
H -0.58 1.05 -0.49
H 0.28 0.41 0.47
H 0.46 -0.22 -0.25

net charge = 0
largest force on an atom = 3.328 eV/A

Mulliken population analysis, charges in e, atoms 1 to 2: number 1, C, carries -1.432; number 2, C, carries 1.024

no.,E_HOMO (eV),orbital gap (eV)
1,-10.7,7.506
2,-9.1,9.468